# 1
Formula: C4H9NO
Source: the OMol25 dataset
Level of theory: wB97M-V/def2-TZVPD

Element x y z (Å)
C1 -0.34947 -0.73472 1.09048
C2 -1.29582 0.39504 0.59274
O1 -0.99205 0.65281 -0.77944
C3 0.41096 0.93072 -0.99691
C4 1.30451 -0.23680 -0.47234
N1 0.34647 -1.26791 -0.08213
H1 0.37971 -0.34312 1.80949
H2 -0.88739 -1.55043 1.57871
H3 -2.34234 0.06523 0.65463
H4 -1.20809 1.33100 1.15908
H5 0.50521 0.99992 -2.08336
H6 0.64094 1.89171 -0.52870
H7 1.92690 0.04932 0.39119
H8 2.01050 -0.62796 -1.22007
H9 -0.38914 -1.12748 -0.80001

Values from the calculation:
Orbital gap in eV: 10.14
Highest occupied orbital energy in hartree: -0.3318
Maximum force in hartree/bohr: 0.02429
SMILES: C1COCCN1

***

# 2
Formula: C4H9NO
Source: the OMol25 dataset
Level of theory: wB97M-V/def2-TZVPD

Element x y z (Å)
C1 0.27941 1.43311 -0.31383
N1 -0.67470 0.30551 -0.50539
C2 -1.44321 0.14061 0.73688
C3 -0.03493 -0.96220 -0.85731
C4 1.11586 -1.32377 -0.21997
O1 1.70004 -0.96772 0.95622
H1 0.95667 1.38690 0.53588
H2 0.81815 1.57746 -1.25877
H3 -0.34930 2.33256 -0.21702
H4 -2.00342 1.06731 0.96146
H5 -0.78667 -0.02337 1.59036
H6 -2.07928 -0.74559 0.53312
H7 -0.63773 -1.59613 -1.48502
H8 1.75429 -0.27645 0.03777
H9 1.38483 -2.34824 -0.49438

Values from the calculation:
Orbital gap in eV: 9.08
Highest occupied orbital energy in hartree: -0.3121
Maximum force in hartree/bohr: 0.15483

***

# 3
Formula: C4H9NO
Source: the OMol25 dataset
Level of theory: wB97M-V/def2-TZVPD

Element x y z (Å)
C1 0.74761 1.68469 1.06526
N1 1.28337 0.56032 0.34041
C2 0.50121 -0.60311 -0.00896
C3 -0.88640 -0.26167 -0.53781
C4 -1.40778 -1.49730 -1.28186
O1 -0.93772 -2.57744 -0.98571
H1 -0.13244 2.07645 0.55670
H2 1.53481 2.36065 1.37690
H3 0.31011 1.28316 2.00028
H4 2.28840 0.43854 0.26676
H5 0.48811 -1.35025 0.79599
H6 1.05550 -1.06389 -0.83343
H7 -1.56672 -0.05306 0.28033
H8 -0.88668 0.56349 -1.25946
H9 -2.39139 -1.56056 -1.77541

Values from the calculation:
⟨S²⟩: 0.75
Total charge: +1
2S+1: 2
Orbital gap (alpha / beta) in eV: 10.65 / 6.15
Highest occupied orbital energy (alpha / beta) in hartree: -0.5165 / -0.5157
Maximum force in hartree/bohr: 0.06032

***

# 4
Formula: C4H9NO
Source: the OMol25 dataset
Level of theory: wB97M-V/def2-TZVPD

Element x y z (Å)
C1 1.23264 -0.44877 -1.52246
C2 0.36010 0.70664 -1.30772
N1 -0.50166 0.79516 -0.29079
C3 -0.87050 -0.26048 0.57317
C4 -0.48393 -0.03756 2.04391
O1 0.35652 1.64628 -2.12765
H1 0.69061 -1.20235 -2.13906
H2 2.12338 -0.23318 -2.13385
H3 1.50213 -0.99385 -0.60407
H4 -1.01469 1.65717 -0.27929
H5 -0.37997 -1.23403 0.21959
H6 -1.92269 -0.43394 0.42876
H7 -0.69470 -0.93045 2.59875
H8 -0.97270 0.81736 2.46238
H9 0.57546 0.15198 2.07832

Values from the calculation:
⟨S²⟩: 0.76
Total charge: +1
2S+1: 2
Orbital gap (alpha / beta) in eV: 12.36 / 7.06
Highest occupied orbital energy (alpha / beta) in hartree: -0.6042 / -0.5908
Maximum force in hartree/bohr: 0.05994

***

# 5
Formula: C4H9NO2
Source: the OMol25 dataset
Level of theory: wB97M-V/def2-TZVPD

Element x y z (Å)
O1 3.46577 -0.55502 -0.89510
C1 2.18321 -0.31346 -1.02385
C2 1.43115 0.31094 0.19771
C3 -0.13085 0.18388 -0.11727
N1 -1.01673 -0.23339 1.00918
C4 -2.46721 0.16220 0.75475
O2 -3.00117 -0.48373 -0.34203
H1 1.84578 0.38409 -1.83559
H2 1.74783 -1.40998 -1.18125
H3 1.70915 -0.31992 1.13336
H4 1.74546 1.40567 0.54426
H5 -0.50992 1.18350 -0.50377
H6 -0.31225 -0.48178 -0.96458
H7 -1.11264 -1.23466 0.86136
H8 -3.14002 0.11814 1.70247
H9 -2.43756 1.28352 0.66035

Values from the calculation:
Total charge: -2
Orbital gap in eV: 6.58
Highest occupied orbital energy in hartree: 0.0253
Maximum force in hartree/bohr: 0.04562
SMILES: [O-]CCCNC[O-]

***

# 6
Formula: C4H9NO2
Source: the OMol25 dataset
Level of theory: wB97M-V/def2-TZVPD

Element x y z (Å)
C1 1.58491 -0.65406 0.89117
C2 0.21121 -0.60053 0.21914
C3 -0.72935 0.35661 0.95423
O1 -2.07981 -0.05314 0.82774
N1 0.29380 -0.21920 -1.23872
C4 -0.38233 0.80879 -1.82903
O2 -0.71854 1.85999 -1.30989
H1 2.30704 -1.17312 0.25584
H2 1.53899 -1.18675 1.85195
H3 1.96104 0.35401 1.09838
H4 -0.24376 -1.59871 0.22046
H5 -0.45604 0.47496 2.00987
H6 -0.58031 1.31906 0.47032
H7 -2.54476 0.65320 0.36378
H8 0.48618 -0.96588 -1.89738
H9 -0.64827 0.62477 -2.88784

Values from the calculation:
Orbital gap in eV: 10.53
Highest occupied orbital energy in hartree: -0.3571
Maximum force in hartree/bohr: 0.01113
SMILES: C[C@@H](CO)NC=O